(1)
Entry from the Open Molecules 2025 dataset: one molecule with the formula C13H13NO at a distorted geometry (the ωB97M-V functional and the def2-TZVPD basis).

```
28
Properties=species:S:1:pos:R:3
C -2.80 2.29 -1.83
C -1.73 1.58 -0.89
O -1.06 2.20 -0.10
N -1.64 0.24 -1.02
C -0.73 -0.54 -0.20
C -0.87 -2.03 -0.16
C -0.25 -2.54 0.92
C 0.16 -1.42 1.81
C -0.94 -0.34 1.66
C 1.29 -0.71 0.99
C 2.65 -0.56 1.30
C 3.47 0.09 0.44
C 2.88 0.62 -0.77
C 1.55 0.50 -1.00
C 0.68 -0.15 -0.15
H -3.65 2.89 -1.27
H -2.32 3.14 -2.25
H -3.29 1.72 -2.55
H -2.45 -0.23 -1.57
H -1.43 -2.55 -0.81
H -0.29 -3.58 1.29
H 0.58 -1.85 2.72
H -1.84 -0.61 2.23
H -0.52 0.56 1.95
H 3.16 -1.16 2.01
H 4.57 0.22 0.61
H 3.57 1.10 -1.50
H 1.25 1.11 -1.86
```

Results
HOMO energy   -8.41 eV
Charge   0
Structure (SMILES)   CC(=O)N[C@]12C=C[C@H](C1)c1ccccc12
LUMO energy   0.74 eV
Multiplicity   1
DFT total energy   -633.06996 hartree
Energy relative to the best compared isomer or geometry (same formula, charge and spin)   360.4 kJ/mol



(2)
Entry from the Open Molecules 2025 dataset: C13H14BMoNO2 as an isolated structure at a distorted geometry (the ωB97M-V functional and the def2-TZVPD basis).

```
32
Properties=species:S:1:pos:R:3
C -0.57 -2.01 -0.87
C -1.30 -0.84 -1.22
C -1.80 -0.22 -0.05
C -1.43 -1.01 1.08
C -0.67 -2.14 0.59
Mo 0.68 -0.43 -0.42
N 1.29 -0.41 1.43
C 1.73 0.71 -2.08
C 0.41 1.08 -2.02
H -2.49 0.63 0.00
H -1.44 -0.52 -2.23
H -1.62 -0.79 2.15
H -0.48 -3.05 1.16
H -0.14 -2.75 -1.52
H -0.45 0.86 -2.66
H 2.51 1.44 -1.74
H 1.73 -1.06 2.25
H -0.02 1.97 -1.51
H 2.05 0.08 -2.95
O 1.29 2.40 1.70
B 0.80 1.05 1.77
O 0.04 0.98 3.03
C 0.20 2.17 3.67
C 0.01 2.47 5.03
C 0.57 3.66 5.52
C 1.21 4.57 4.67
C 1.35 4.33 3.28
C 0.89 3.08 2.84
H -0.51 1.76 5.66
H 0.52 3.87 6.61
H 1.66 5.49 5.06
H 1.82 5.02 2.57
```

Results
HOMO energy (alpha / beta)   -6.60 / -7.36 eV
Charge   0
LUMO energy (alpha / beta)   0.08 / -0.77 eV
Multiplicity   3
DFT total energy   -801.95125 hartree



(3)
Entry from the Open Molecules 2025 dataset: C13H14BeCl3GeNO6 as an isolated structure (the ωB97M-V functional and the def2-TZVPD basis).

```
39
Properties=species:S:1:pos:R:3
Be -1.13 0.06 0.20
O 0.24 4.02 -1.82
C -0.32 3.06 -1.26
O -0.95 3.00 -0.20
C -0.20 1.72 -2.05
C 0.27 1.76 -3.36
C 0.36 0.60 -4.10
C 0.00 -0.60 -3.51
C -0.43 -0.57 -2.20
N -0.54 0.55 -1.49
C -0.80 -1.83 -1.44
O -0.74 -2.92 -2.00
O -1.13 -1.58 -0.23
H 0.54 2.73 -3.74
H 0.71 0.63 -5.13
H 0.05 -1.56 -4.01
C 2.48 -0.77 -0.37
Ge 1.63 -0.66 1.41
C 1.29 -2.51 1.99
C 3.10 -0.01 2.59
C 0.05 0.42 1.48
H 3.51 -1.12 -0.28
H 2.48 0.20 -0.86
H 1.94 -1.48 -1.01
H 2.20 -3.12 1.93
H 0.53 -2.94 1.34
H 0.93 -2.53 3.02
H 3.97 -0.67 2.55
H 2.76 0.05 3.63
H 3.42 0.99 2.29
H 0.33 1.48 1.39
H -0.36 0.29 2.49
Cl -2.79 1.81 3.00
C -3.71 0.43 2.39
Cl -2.90 -1.09 2.82
Cl -5.32 0.44 3.16
C -3.82 0.55 0.81
O -4.93 0.76 0.35
O -2.73 0.43 0.21
```

Results
HOMO energy   -2.53 eV
Charge   -2
LUMO energy   4.76 eV
Multiplicity   1
DFT total energy   -4482.48678 hartree



(4)
Entry from the Open Molecules 2025 dataset: C13H14Br9FO3 as an isolated structure at a distorted geometry (the ωB97M-V functional and the def2-TZVPD basis).

```
40
Properties=species:S:1:pos:R:3
C 1.42 -4.82 1.97
C 0.57 -5.34 3.12
C -0.27 -4.31 3.73
O -1.52 -4.85 3.70
C -1.55 -6.03 3.14
O -2.62 -6.53 2.85
O -0.28 -6.38 2.62
H 2.26 -4.23 2.33
H 0.69 -4.25 1.39
H 1.83 -5.66 1.41
H 1.25 -5.64 3.91
H -0.30 -3.38 3.17
H -0.09 -4.10 4.78
F 1.32 1.11 -2.53
C 0.17 1.62 -3.01
C -1.01 0.89 -2.84
C -2.32 1.44 -3.10
C -2.36 2.64 -3.76
C -1.20 3.36 -3.96
C 0.04 2.87 -3.54
H -0.83 0.01 -2.25
H -3.24 0.96 -2.80
H -3.38 2.97 -3.88
H -1.29 4.32 -4.46
H 0.86 3.49 -3.89
C 4.28 2.48 -0.70
Br 2.64 2.65 0.43
Br 5.54 3.82 -0.01
Br 3.78 2.85 -2.54
H 4.71 1.48 -0.60
C -0.23 0.05 0.97
Br -0.60 -0.44 2.81
Br -1.34 1.70 0.55
Br -0.60 -1.56 -0.30
H 0.81 0.38 1.00
C -1.46 5.17 0.20
Br -1.30 6.98 1.01
Br 0.30 4.94 -0.70
Br -3.00 5.02 -1.12
H -1.66 4.33 0.88
```

Results
HOMO energy (alpha / beta)   -12.39 / -12.39 eV
Charge   +1
LUMO energy (alpha / beta)   -4.31 / -8.40 eV
Multiplicity   2
DFT total energy   -23995.04637 hartree



(5)
Entry from the Open Molecules 2025 dataset: C13H14CoN3OS3SeTe as an isolated structure at a distorted geometry (the ωB97M-V functional and the def2-TZVPD basis).

```
37
Properties=species:S:1:pos:R:3
Co -0.38 0.21 0.47
S -0.39 0.30 2.75
C 0.75 1.53 2.69
N 0.46 2.83 2.77
C 1.54 3.77 2.59
C 2.81 3.05 3.01
S 2.48 1.27 2.69
H -0.51 3.12 2.72
H 1.36 4.65 3.21
H 1.59 4.07 1.53
H 3.02 3.15 4.07
H 3.68 3.35 2.43
O -0.67 2.17 -0.49
H -0.56 2.09 -1.44
H -1.53 2.59 -0.35
Se 2.58 1.31 -0.91
N 1.49 0.04 -0.29
C 2.24 -0.96 0.18
C 1.76 -2.15 0.76
C 2.66 -3.07 1.19
C 4.05 -2.87 1.06
C 4.56 -1.73 0.50
C 3.66 -0.74 0.05
N 4.00 0.42 -0.50
H 0.69 -2.29 0.85
H 2.31 -3.99 1.65
H 4.72 -3.64 1.41
H 5.62 -1.57 0.40
Te -1.97 -1.50 -0.47
C -3.81 -0.57 -0.19
C -5.03 -1.18 -0.06
C -6.09 -0.27 0.12
C -5.67 1.03 0.11
S -3.97 1.15 -0.11
H -5.16 -2.24 -0.09
H -7.11 -0.56 0.25
H -6.25 1.92 0.22
```

Results
HOMO energy (alpha / beta)   -9.90 / -9.94 eV
Charge   +1
LUMO energy (alpha / beta)   -4.35 / -4.52 eV
Multiplicity   4
DFT total energy   -5989.84877 hartree



(6)
Entry from the Open Molecules 2025 dataset: C13H14F4IN4Ru as an isolated structure at a distorted geometry (the ωB97M-V functional and the def2-TZVPD basis).

```
37
Properties=species:S:1:pos:R:3
Ru 0.63 0.19 0.09
C 1.04 -0.37 -2.67
N 0.57 0.78 -1.87
C 1.46 1.95 -1.98
C -0.84 1.11 -2.25
C -1.61 1.71 -1.09
N -1.21 0.98 0.11
C -1.93 0.96 1.24
C -1.44 0.17 2.32
F -0.22 -0.46 2.09
C -2.10 0.01 3.50
F -1.58 -0.76 4.43
C -3.32 0.67 3.70
C -3.83 1.48 2.70
F -4.95 2.13 2.87
C -3.15 1.65 1.49
F -3.65 2.46 0.59
H 0.90 -0.20 -3.74
H 0.46 -1.26 -2.41
H 2.10 -0.55 -2.50
H 1.50 2.34 -3.00
H 2.48 1.68 -1.70
H 1.11 2.75 -1.33
H -1.33 0.19 -2.55
H -0.85 1.79 -3.11
H -2.68 1.60 -1.29
H -1.43 2.78 -0.96
H -3.86 0.54 4.63
I 5.46 -1.19 3.56
C 4.37 -0.96 1.85
C 4.81 -1.19 0.54
N 3.78 -0.94 -0.24
N 2.66 -0.57 0.45
C 3.01 -0.58 1.72
H 5.78 -1.50 0.17
H 3.76 -1.06 -1.24
H 2.32 -0.33 2.52
```

Results
HOMO energy (alpha / beta)   -17.88 / -18.35 eV
Charge   +3
LUMO energy (alpha / beta)   -9.63 / -13.82 eV
Multiplicity   5
DFT total energy   -1513.63691 hartree
Energy relative to the best compared isomer or geometry (same formula, charge and spin)   0.0 kJ/mol